[1]
Entry from the OMol25 dataset: an isolated molecule of C5H10ClN in a non-equilibrium geometry (ωB97M-V/def2-TZVPD).

Structure (XYZ):
```
17
Properties=species:S:1:pos:R:3:forces:R:3:nbo_charge:R:1
H -1.14170 2.20257 -2.75824 -1.053 0.264 -0.066 0.37
N -0.45678 1.88310 -2.11206 1.887 0.130 0.353 -0.64
C -0.67177 1.74719 -0.89716 1.984 -2.647 0.778 0.28
Cl -2.28769 1.79853 -0.25438 -0.483 0.441 0.721 -0.06
C 0.52884 0.96283 0.09211 -2.926 1.453 -3.095 -0.39
C 0.05407 -0.35115 0.68668 -1.162 -0.907 0.213 -0.23
C 1.30945 -1.05905 1.15740 -1.443 -0.427 0.624 -0.59
C -0.84572 -1.33934 -0.14928 0.278 1.146 -1.381 -0.63
H 0.87338 1.68937 0.80080 -0.100 0.152 0.777 0.22
H 1.32612 0.83053 -0.60337 0.522 -0.126 -0.782 0.22
H -0.49807 0.00065 1.51781 -0.789 -0.131 1.298 0.20
H 1.84286 -1.38465 0.28893 0.562 -0.597 -0.258 0.20
H 1.11949 -1.82407 1.93201 0.058 -0.034 -0.774 0.22
H 1.83244 -0.30170 1.64644 1.584 1.057 0.877 0.20
H -0.11794 -1.75602 -0.82490 0.195 -0.003 -1.110 0.20
H -1.22989 -2.30679 0.23890 -0.064 1.176 0.905 0.23
H -1.63709 -0.79197 -0.76168 0.950 -0.948 0.919 0.22
```
Forces are in eV/Å.

Calculated values
electronic energy	-711.40772	Eh
HOMO-LUMO gap	10.84	eV
largest force on an atom	0.088	Eh/bohr
energy relative to the best compared isomer or geometry (same formula, charge and spin)	29.96	kcal/mol
total charge	0
HOMO level	-0.3656	Ha
SMILES	[H]/N=C(\Cl)CC(C)C
E_LUMO	0.9	eV



[2]
Entry from the OMol25 dataset: a structure of composition C5H10ClN in a non-equilibrium geometry (ωB97M-V/def2-TZVPD).

Structure (XYZ):
```
17
Properties=species:S:1:pos:R:3:forces:R:3:nbo_charge:R:1
C -0.70027 0.62281 -1.40516 0.503 0.028 -0.316 -0.44
C 0.18627 0.48877 -0.14184 -0.986 0.737 0.619 -0.03
C -0.90272 -0.88790 -1.17791 -1.925 -1.091 -2.743 0.09
C -0.09581 1.52490 0.92402 -0.493 -2.044 1.488 -0.62
C 0.41230 -1.71835 0.75235 2.899 -3.135 -1.249 -0.39
N -0.38407 -0.83370 0.08221 -0.754 2.856 0.670 -0.46
Cl -2.79583 -1.31298 -1.19416 0.922 -0.071 -0.091 -0.22
H -1.58610 1.24548 -1.13629 0.599 -0.681 -0.538 0.24
H -0.23877 0.93455 -2.37271 -0.430 -0.262 0.852 0.23
H 1.24300 0.32685 -0.24206 0.849 0.462 -0.696 0.18
H -0.50362 -1.62900 -1.97505 -0.437 1.087 1.426 0.21
H -1.18354 1.54465 1.20333 0.983 0.585 -0.714 0.23
H 0.42685 2.39105 0.66066 -0.069 1.963 -0.607 0.22
H 0.40925 1.26864 1.86385 -0.024 -0.379 0.001 0.21
H -0.19730 -2.57104 1.06442 0.508 -0.049 0.438 0.22
H 1.22106 -2.13305 -0.06924 -1.276 0.480 2.020 0.14
H 1.01012 -1.23706 1.56707 -0.870 -0.485 -0.559 0.22
```
Forces are in eV/Å.

Calculated values
electronic energy	-711.39601	Eh
HOMO-LUMO gap	9.92	eV
largest force on an atom	0.087	Eh/bohr
energy relative to the best compared isomer or geometry (same formula, charge and spin)	37.32	kcal/mol
total charge	0
HOMO level	-0.3290	Ha
E_LUMO	1.0	eV